Entry 1:
This record from OMol25 describes a 5-piece molecular cluster, C20H55N5O5 overall in a non-equilibrium geometry. The level of theory is ωB97M-V/def2-TZVPD.

Last columns: bonded neighbours and bond lengths (Å).
Positions of all 85 atoms, in Å:
1 C 13.5581 4.1248 2.8252  O2 1.442, H7 1.090, H8 1.090, H9 1.090
2 O 13.1726 2.9334 3.5397  C1 1.442, C3 1.414
3 C 12.1569 2.9329 4.5241  O2 1.414, C4 1.532, H10 1.090, H11 1.090
4 C 11.7240 1.5836 5.1055  C3 1.532, C5 1.523, N6 1.454, H12 1.090
5 C 12.7782 0.7720 5.8476  C4 1.523, H13 1.090, H14 1.090, H15 1.090
6 N 11.2763 0.8445 3.9366  C4 1.454, H16 1.010, H17 1.010
7 H 14.3011 4.6787 3.3989  C1 1.090
8 H 12.7010 4.7982 2.8232  C1 1.090
9 H 13.9426 4.0110 1.8116  C1 1.090
10 H 12.4287 3.5204 5.4011  C3 1.090
11 H 11.2896 3.3686 4.0282  C3 1.090
12 H 10.7836 1.6692 5.6499  C4 1.090
13 H 13.2136 -0.0715 5.3118  C5 1.090
14 H 12.2208 0.2763 6.6423  C5 1.090
15 H 13.5954 1.3859 6.2261  C5 1.090
16 H 11.0640 1.5057 3.2032  N6 1.010
17 H 11.9400 0.1883 3.5505  N6 1.010
18 C 4.6462 4.2140 7.6664  O19 1.338, H24 1.090, H25 1.090, H26 1.090
19 O 5.3545 4.9683 8.5140  C18 1.338, C20 1.437
20 C 6.6290 4.3613 8.7855  O19 1.437, C21 1.537, H27 1.090, H28 1.090
21 C 7.3244 5.1494 9.9068  C20 1.537, C22 1.515, N23 1.421, H29 1.090
22 C 7.8008 6.4600 9.3136  C21 1.515, H30 1.090, H31 1.090, H32 1.090
23 N 8.4746 4.4784 10.4028  C21 1.421, H33 1.010, H34 1.010
24 H 4.2990 3.2904 8.1295  C18 1.090
25 H 5.1646 4.0907 6.7155  C18 1.090
26 H 3.7190 4.7621 7.4986  C18 1.090
27 H 6.5548 3.2981 9.0140  C20 1.090
28 H 7.3134 4.3773 7.9373  C20 1.090
29 H 6.6943 5.3218 10.7793  C21 1.090
30 H 8.3541 6.3214 8.3847  C22 1.090
31 H 8.4688 7.0360 9.9540  C22 1.090
32 H 7.0225 7.1265 8.9420  C22 1.090
33 H 8.6576 5.0597 11.2082  N23 1.010
34 H 8.1576 3.6110 10.8116  N23 1.010
35 C 3.2185 5.9154 2.4933  O36 1.404, H41 1.090, H42 1.090, H43 1.090
36 O 4.0799 4.8848 2.0853  C35 1.404, C37 1.506
37 C 5.5356 5.2710 2.1079  O36 1.506, C38 1.528, H44 1.090, H45 1.090
38 C 6.3530 4.3203 1.2337  C37 1.528, C39 1.555, N40 1.423, H46 1.090
39 C 6.2071 2.8726 1.7835  C38 1.555, H47 1.090, H48 1.090, H49 1.090
40 N 7.6707 4.7484 1.5586  C38 1.423, H50 1.010, H51 1.010
41 H 2.2843 5.5416 2.0742  C35 1.090
42 H 3.3092 6.9326 2.1123  C35 1.090
43 H 3.1314 5.8775 3.5791  C35 1.090
44 H 5.5020 6.3213 1.8186  C37 1.090
45 H 5.8136 5.1485 3.1547  C37 1.090
46 H 6.2003 4.2992 0.1547  C38 1.090
47 H 5.1988 2.4754 1.6670  C39 1.090
48 H 6.6242 2.6971 2.7751  C39 1.090
49 H 6.9284 2.2707 1.2308  C39 1.090
50 H 7.8474 4.6697 2.5500  N40 1.010
51 H 8.2698 3.9876 1.2717  N40 1.010
52 C 7.4741 2.9693 5.1328  O53 1.437, H58 1.090, H59 1.090, H60 1.090
53 O 8.1263 4.0536 4.4511  C52 1.437, C54 1.405
54 C 7.8946 5.2587 5.1352  O53 1.405, C55 1.493, H61 1.090, H62 1.090
55 C 8.7730 6.3465 4.6111  C54 1.493, C56 1.600, N57 1.492, H63 1.090
56 C 10.3156 5.9221 4.6312  C55 1.600, H64 1.090, H65 1.090, H66 1.090
57 N 8.5938 7.6382 5.3351  C55 1.492, H67 1.010, H68 1.010
58 H 8.0174 2.0249 5.1015  C52 1.090
59 H 6.4999 2.7554 4.6930  C52 1.090
60 H 7.2558 3.0746 6.1955  C52 1.090
61 H 6.8260 5.4736 5.1336  C54 1.090
62 H 8.0151 5.2535 6.2185  C54 1.090
63 H 8.5120 6.6035 3.5844  C55 1.090
64 H 10.4378 5.2913 3.7507  C56 1.090
65 H 10.5937 5.3483 5.5152  C56 1.090
66 H 11.0835 6.6839 4.4970  C56 1.090
67 H 8.6375 7.6908 6.3428  N57 1.010
68 H 9.3425 8.2660 5.0790  N57 1.010
69 C 12.5073 8.7674 5.6990  O70 1.394, H75 1.090, H76 1.090, H77 1.090
70 O 11.3454 8.9985 4.9647  C69 1.394, C71 1.467
71 C 11.6472 9.2040 3.5441  O70 1.467, C72 1.519, H78 1.090, H79 1.090
72 C 10.5807 9.4338 2.4866  C71 1.519, C73 1.615, N74 1.535, H80 1.090
73 C 9.4307 10.4296 3.0293  C72 1.615, H81 1.090, H82 1.090, H83 1.090
74 N 9.9792 8.0537 2.1865  C72 1.535, H84 1.010, H85 1.010
75 H 12.1623 8.6374 6.7248  C69 1.090
76 H 13.2627 9.5468 5.5993  C69 1.090
77 H 13.0611 7.8454 5.5225  C69 1.090
78 H 12.2708 10.0973 3.5806  C71 1.090
79 H 12.2971 8.4260 3.1433  C71 1.090
80 H 10.9841 9.9034 1.5895  C72 1.090
81 H 8.7002 10.6723 2.2575  C73 1.090
82 H 9.6899 11.2347 3.7169  C73 1.090
83 H 8.7528 9.8728 3.6762  C73 1.090
84 H 9.0518 8.2138 1.8200  N74 1.010
85 H 9.6558 7.6271 3.0430  N74 1.010

* energy above the lowest of the compared OMol25 structures with the same formula, charge and spin: 95.3 kcal per mole
* energy: -39313.469 eV
* HOMO: -8.80 eV
* gap between HOMO and LUMO: 9.504 eV
* E_LUMO: 0.70 eV
* F_max: 3.96 eV/A
* structure (SMILES): COC[C@H](C)N.COC[C@H](C)N.COC[C@H](C)N.COC[C@H](C)N.COC[C@H](C)N


Entry 2:
This record from OMol25 describes one molecule with the formula C4H7NO2 in a non-equilibrium geometry. The level of theory is ωB97M-V/def2-TZVPD.

Last columns: bonded neighbours and bond lengths (Å).
Positions of all 14 atoms, in Å:
1 C 0.7415 1.2817 0.2512  C2 1.502, H8 1.022, H9 1.082, H10 1.067
2 C -0.0565 0.0157 0.1256  C1 1.502, C3 1.339, C6 1.546
3 C -0.7118 -0.7229 1.0302  C2 1.339, N4 1.470, H11 1.115
4 N -1.2352 -2.0008 0.5254  C3 1.470, O5 1.451, H12 1.057
5 O -0.7424 -2.0078 -0.8392  N4 1.451, C6 1.396
6 C -0.0251 -0.8525 -1.1535  C2 1.546, O5 1.396, O7 1.393, H13 1.133
7 O -0.5081 -0.2275 -2.3013  C6 1.393, H14 0.920
8 H 1.6634 1.1240 -0.1598  C1 1.022
9 H 0.6580 1.6826 1.2531  C1 1.082
10 H 0.3778 2.0680 -0.3711  C1 1.067
11 H -0.7335 -0.6316 2.1412  C3 1.115
12 H -1.0145 -2.8990 1.0368  N4 1.057
13 H 1.0779 -1.0636 -1.2999  C6 1.133
14 H -0.7543 -0.8666 -2.9161  O7 0.920

* energy above the lowest of the compared OMol25 structures with the same formula, charge and spin: 86.6 kcal per mole
* energy: -9843.523 eV
* HOMO: -8.22 eV
* gap between HOMO and LUMO: 9.171 eV
* E_LUMO: 0.95 eV
* F_max: 3.19 eV/A
* structure (SMILES): CC1=CNO[C@H]1O


Entry 3:
This record from OMol25 describes one molecule with the formula C2H5FN2O3 in a non-equilibrium geometry. The level of theory is ωB97M-V/def2-TZVPD.

Last columns: bonded neighbours and bond lengths (Å).
Positions of all 13 atoms, in Å:
1 O -1.4721 1.4561 1.4369  N2 1.200
2 N -0.6990 0.6726 1.9154  O1 1.200, O3 1.200, N4 1.358
3 O -0.3525 0.5381 3.0569  N2 1.200
4 N -0.2569 -0.2697 1.0437  N2 1.358, F5 1.413, C6 1.684
5 F 0.8066 -0.9317 1.6972  N4 1.413
6 C 0.2986 0.4914 -0.3522  N4 1.684, C7 1.512, H9 1.139, H10 1.077
7 C -0.2064 -0.3409 -1.5097  C6 1.512, O8 1.423, H11 1.092, H12 1.089
8 O 0.8301 -1.2010 -1.9674  C7 1.423, H13 0.973
9 H 1.3894 0.2748 -0.1040  C6 1.139
10 H 0.1711 1.5602 -0.3242  C6 1.077
11 H -0.3291 0.4037 -2.2987  C7 1.092
12 H -1.1902 -0.6745 -1.1825  C7 1.089
13 H 1.0105 -1.9791 -1.4112  O8 0.973

* energy above the lowest of the compared OMol25 structures with the same formula, charge and spin: 73.4 kcal per mole
* energy: -13988.494 eV
* HOMO: -11.32 eV
* gap between HOMO and LUMO: 11.452 eV
* E_LUMO: 0.13 eV
* F_max: 4.81 eV/A
* structure (SMILES): O=[N+]([O-])N(F)CCO